(1)
ORCA calculation (ωB97M-V with the def2-TZVPD basis set) on an isolated ion of composition C2H3INO4S and charge -1 at a distorted geometry.

DFT total energy: -1129.53451 a.u.
Gap between HOMO and LUMO: 7.83 eV
Energy above the lowest of the compared OMol25 structures with the same formula, charge and spin: 43.3 kcal/mol
Net charge: -1

Structure (XYZ):
```
12
Properties=species:S:1:pos:R:3:forces:R:3
I -3.52262 -0.66781 -0.02953 -0.87 -0.47 -0.04
S -1.19015 0.25728 0.38632 0.16 0.34 1.71
O 1.38509 -0.24116 2.58785 -0.37 0.09 0.18
O -1.65469 1.63054 0.52613 0.21 -0.24 -0.83
O -0.93244 -0.30754 -1.17717 -1.35 0.09 1.24
O 0.49452 0.52746 0.65876 0.06 0.09 -0.43
N 0.26866 0.02632 -1.70415 2.53 -1.31 -1.56
C -0.83518 -0.71577 1.80752 -3.76 -0.28 -0.66
C 0.40951 -0.17652 1.86277 3.38 0.54 0.73
H 0.52843 0.92019 -1.35600 0.30 0.92 0.09
H -1.67762 -0.67416 2.51117 0.72 -0.59 -0.14
H 0.99855 -0.63183 -1.33212 -1.01 0.81 -0.29
```
Positions in Å, forces in eV/Å.

Löwdin atomic charge list, values in e, 4 entries: 0.37, 0.45, 0.03, -0.43

---

(2)
ORCA calculation (ωB97M-V with the def2-TZVPD basis set) on C2H3IO as an isolated structure at a distorted geometry.

DFT total energy: -450.86527 a.u.
Gap between HOMO and LUMO: 8.59 eV
Energy above the lowest of the compared OMol25 structures with the same formula, charge and spin: 39.8 kcal/mol

Structure (XYZ):
```
7
Properties=species:S:1:pos:R:3:forces:R:3
I 2.52178 0.12949 -0.04316 0.20 -0.05 0.07
O 1.02206 -0.43851 1.10474 -1.23 0.32 -0.41
C -0.25990 -0.21803 0.57371 0.93 -0.73 1.56
C -0.57391 0.20364 -0.62186 -1.89 0.64 -1.63
H -1.03697 -0.48584 1.33379 0.94 0.21 -0.73
H -1.65028 0.26664 -0.84881 0.45 -0.09 0.42
H -0.02277 0.54260 -1.49841 0.60 -0.31 0.71
```
Positions in Å, forces in eV/Å.

Löwdin atomic charge list, values in e, 4 entries: 0.97, -0.73, -0.37, -0.09

---

Question: Which of these has the lowest DFT total energy?
Answer: C2H3INO4S

---

Question: Look up the gap between HOMO and LUMO of the first one.
Answer: 7.83 eV

---

Question: Which value of gap between HOMO and LUMO does entry 1 give?
Answer: 7.83 eV